Molecular formula: C5H4O2
Method: DFT, ωB97M-V/def2-TZVPD

Last column: Löwdin charge in e.
Cartesian coordinates (Å):
C: 1.124 0.989 -0.105  -0.046
C: 0.041 0.021 0.022  -0.201
C: -1.254 0.324 -0.005  0.042
C: -2.500 0.073 0.060  -0.202
O: -3.670 0.071 0.091  0.158
C: 0.564 -1.443 0.074  -0.193
O: 1.716 -1.755 0.149  0.076
H: 2.007 0.635 0.299  0.061
H: 1.008 1.974 0.369  0.110
H: 1.120 1.399 -1.033  0.068
H: -0.156 -2.288 0.078  0.128

Computed properties:
HOMO energy	-9.27	eV
relative energy (zero: lowest compared OMol25 entry of this formula, charge and spin)	247.03	kJ/mol
SMILES	CC(=C=C=O)C=O
HOMO-LUMO gap	7.83	eV

---

Molecular formula: C5H4O2
Method: DFT, ωB97M-V/def2-TZVPD

Last column: Löwdin charge in e.
Cartesian coordinates (Å):
O: -0.794 -2.399 0.260  0.146
C: -0.414 -1.266 0.189  -0.307
C: 0.968 -0.613 0.061  -0.039
C: 0.469 0.794 -0.318  -0.055
C: -0.746 0.856 -0.959  0.053
C: -1.109 0.082 0.268  -0.403
O: -1.211 0.673 1.333  0.088
H: 1.538 -0.724 0.997  0.142
H: 1.565 -0.967 -0.775  0.127
H: 0.918 1.723 0.015  0.143
H: -1.185 1.842 -1.073  0.106

Computed properties:
HOMO energy	-9.33	eV
relative energy (zero: lowest compared OMol25 entry of this formula, charge and spin)	363.94	kJ/mol
HOMO-LUMO gap	9.19	eV

---

Molecular formula: C5H4O2
Method: DFT, ωB97M-V/def2-TZVPD

Last column: Löwdin charge in e.
Cartesian coordinates (Å):
O: -0.852 0.054 -2.505  0.026
C: -1.048 -1.043 -2.283  0.025
O: -1.152 0.307 0.548  -0.037
C: -0.201 1.250 0.334  -0.144
C: 1.038 0.702 0.392  -0.075
C: 0.839 -0.692 0.658  -0.079
C: -0.503 -0.868 0.740  -0.170
H: -0.565 2.251 0.159  0.124
H: 1.979 1.219 0.263  0.103
H: 1.597 -1.454 0.773  0.104
H: -1.132 -1.727 0.921  0.124

Computed properties:
HOMO energy	-8.96	eV
relative energy (zero: lowest compared OMol25 entry of this formula, charge and spin)	59.57	kJ/mol
HOMO-LUMO gap	10.11	eV

---

Molecular formula: C5H4O2
Method: DFT, ωB97M-V/def2-TZVPD

Last column: Löwdin charge in e.
Cartesian coordinates (Å):
O: 2.288 -1.513 -0.061  0.119
C: 1.296 -0.848 -0.027  -0.376
C: 1.158 0.606 0.058  0.002
C: -0.061 1.193 -0.027  -0.060
C: -1.218 0.380 -0.170  -0.088
C: -1.120 -0.951 -0.005  -0.135
O: 0.026 -1.625 -0.024  0.068
H: 2.075 1.185 0.147  0.120
H: -0.206 2.267 0.098  0.118
H: -2.214 0.764 -0.308  0.102
H: -2.023 -1.458 0.318  0.131

Computed properties:
HOMO energy	-9.00	eV
relative energy (zero: lowest compared OMol25 entry of this formula, charge and spin)	38.09	kJ/mol
SMILES	O=c1cccco1
HOMO-LUMO gap	9.09	eV

---

Molecular formula: C5H4O2
Method: DFT, ωB97M-V/def2-TZVPD

Last column: Löwdin charge in e.
Cartesian coordinates (Å):
O: 1.972 1.480 0.703  0.121
C: 1.187 0.654 0.330  -0.287
C: 1.158 -0.803 0.200  -0.018
C: -0.101 -1.192 -0.103  -0.040
C: -1.137 -0.113 -0.316  -0.094
C: -0.399 1.176 -0.163  -0.323
O: -0.638 2.350 -0.095  0.103
H: 2.045 -1.432 0.136  0.118
H: -0.364 -2.237 -0.261  0.113
H: -1.727 0.540 0.480  0.187
H: -1.996 -0.423 -0.911  0.120

Computed properties:
HOMO energy	-8.92	eV
relative energy (zero: lowest compared OMol25 entry of this formula, charge and spin)	222.23	kJ/mol
SMILES	O=C1C=CCC1=O
HOMO-LUMO gap	8.47	eV

---

Molecular formula: C5H4O2S
Method: DFT, ωB97M-V/def2-TZVPD

Last column: Löwdin charge in e.
Cartesian coordinates (Å):
C: -0.471 -0.352 0.914  -0.123
C: 0.652 -0.373 0.022  -0.246
C: -1.699 0.325 0.695  -0.977
C: 1.867 -0.580 0.426  -0.109
C: 0.480 0.434 -1.225  -0.018
O: -1.962 1.491 0.670  0.053
O: 2.933 -0.870 0.689  0.273
S: -2.578 -1.161 0.621  0.793
H: -0.389 -0.869 1.804  0.083
H: -0.495 0.802 -1.121  0.043
H: 0.532 -0.218 -2.106  0.097
H: 1.130 1.368 -1.389  0.131

Computed properties:
HOMO energy (spin up / spin down)	-8.97 / -8.97	eV
relative energy (zero: lowest compared OMol25 entry of this formula, charge and spin)	243.61	kJ/mol
HOMO-LUMO gap (spin up / spin down)	7.89 / 7.89	eV

---

Number 1: E -9341.622 eV. Number 2: E -9340.410 eV. Number 3: E -9343.565 eV. Number 4: E -9343.787 eV. Number 5: E -9341.879 eV. Number 6: E -20177.076 eV.